[1]
{
  "formula": "C31H23F5I2N5Pd",
  "method": "wB97M-V/def2-TZVPD",
  "e_lumo_ev": [-11.85, -11.85],
  "homo_ev": [-16.308, -16.309],
  "orbital_gap_ev": [4.46, 4.46],
  "total_charge": 3,
  "de_lowest_kj_mol": 6.56,
  "species": ["C", "C", "C", "H", "C", "F", "C", "H", "C", "H", "C", "H", "H", "C", "C", "F", "H", "C", "H", "H", "N", "H", "H", "C", "H", "N", "C", "H", "C", "N", "C", "C", "C", "C", "H", "H", "H", "C", "N", "C", "C", "N", "C", "C", "H", "H", "F", "H", "F", "C", "C", "C", "Pd", "I", "H", "C", "H", "C", "C", "I", "C", "C", "C", "H", "F", "H", "H"],
  "coordinates": [[-3.098, -1.878, -6.019], [-0.371, -3.385, -2.009], [-4.787, -1.788, -7.842], [3.962, 0.693, 3.282], [-1.903, 1.799, -1.297], [-2.047, -5.296, -5.295], [0.676, 0.073, 2.665], [-0.871, -0.115, 4.115], [2.046, 0.324, 2.359], [2.344, -2.652, -1.763], [1.054, 0.301, 5.001], [6.282, -0.848, -1.016], [-2.252, 2.529, -0.569], [5.665, -0.090, -0.557], [3.673, 3.846, 2.123], [-2.320, 0.107, -4.926], [4.114, -2.480, 1.564], [-0.182, -5.352, -3.361], [0.682, 0.290, 6.014], [2.421, 4.919, -0.023], [-0.230, -2.797, -1.013], [3.081, 0.684, 5.587], [4.686, 4.213, 1.988], [2.638, -1.649, -1.453], [5.783, 3.204, 0.202], [0.245, -6.410, -3.473], [3.355, -2.528, 0.789], [2.412, -2.145, 1.188], [3.795, -1.758, -0.458], [2.467, 0.274, 1.111], [3.104, 4.119, -0.291], [-2.110, -3.987, -5.219], [-4.342, 0.173, -6.612], [4.069, 1.976, 0.500], [7.196, 1.416, -0.703], [4.076, 4.561, -0.486], [2.744, 3.644, -1.205], [5.383, 2.203, 0.125], [-5.451, -2.228, -8.665], [3.604, 0.606, 0.511], [4.380, -0.396, -0.163], [-4.634, 1.261, -6.400], [-2.922, -3.292, -6.106], [-1.489, -1.909, -4.179], [2.903, -1.057, -2.330], [-2.280, 2.014, -2.296], [-0.731, -1.185, -3.299], [3.205, -3.577, 0.539], [-3.575, -3.963, -7.025], [-2.301, -1.216, -5.035], [6.187, 1.194, -0.384], [-0.641, -4.027, -3.202], [0.211, -0.825, -0.827], [-2.537, -0.179, -0.679], [1.787, -1.137, -0.897], [2.413, 0.522, 4.753], [3.030, 4.702, 2.305], [-1.392, -3.325, -4.188], [-4.026, -1.185, -6.822], [0.243, 1.824, -1.331], [2.912, 0.533, 3.477], [3.171, 3.113, 0.872], [0.176, 0.073, 3.937], [4.580, -2.340, -0.956], [-0.130, -0.208, 1.589], [3.651, 3.195, 2.993], [2.156, 2.740, 1.053]],
  "atomic_forces_ev_per_a": [[-1.1, 1.0, -1.1], [0.3, 0.3, 0.4], [0.1, -0.1, 0.1], [0.1, -0.1, 0.0], [-0.2, -0.1, 0.1], [0.0, 0.0, -0.1], [-0.5, -0.7, -0.6], [-0.1, 0.0, 0.0], [0.5, 1.2, 0.0], [-0.2, 0.2, 0.1], [0.3, 0.1, -0.5], [0.0, -0.1, 0.0], [0.1, -0.2, 0.0], [-0.3, 0.0, 0.1], [-0.2, -0.2, -0.1], [0.0, -0.4, -0.1], [0.1, 0.0, 0.1], [0.1, -0.3, 0.0], [0.0, 0.0, 0.1], [-0.1, 0.1, 0.0], [-0.3, 0.2, 0.0], [0.0, -0.1, 0.0], [0.1, 0.0, 0.0], [0.9, -0.5, -0.8], [0.0, 0.1, -0.1], [0.1, -0.3, 0.0], [0.0, -0.3, -0.1], [0.1, -0.1, 0.0], [-0.3, 0.2, 0.6], [-1.0, -2.2, -0.5], [-0.3, -0.3, 0.2], [-0.7, 0.5, -1.0], [0.1, 0.4, 0.2], [0.8, -0.7, 1.1], [0.1, 0.0, 0.1], [0.1, 0.0, -0.1], [0.1, 0.1, -0.1], [-0.1, 0.2, -0.3], [-0.4, -0.2, -0.5], [0.9, 1.7, 0.2], [-0.4, -0.2, -0.8], [-0.1, 0.3, 0.0], [0.8, -1.3, 0.5], [-0.5, 1.1, -0.3], [-0.2, 0.1, 0.1], [0.1, -0.2, 0.1], [-0.5, -0.4, -1.0], [0.0, -0.1, 0.0], [0.1, 0.2, 0.3], [0.8, 0.1, 1.1], [-0.3, 0.1, 0.1], [-0.6, 0.6, -0.9], [-2.1, 0.2, -0.4], [1.0, 0.4, -0.2], [1.4, 0.0, 0.3], [0.4, 0.0, 0.2], [0.0, 0.1, 0.1], [0.3, -0.5, 0.8], [1.2, -1.0, 1.0], [-0.3, -0.4, 0.2], [-0.1, 0.6, 0.1], [0.1, 0.5, 0.0], [-0.2, -0.1, -0.4], [-0.2, 0.1, -0.1], [0.4, 0.5, 1.4], [0.0, 0.0, 0.2], [0.1, 0.0, 0.1]],
  "lowdin_charge": [0.01, -0.11, -0.12, 0.14, -0.94, 0.18, -0.14, 0.14, -0.19, 0.10, 0.05, 0.14, 0.00, 0.02, -0.02, 0.14, 0.10, -0.17, 0.14, 0.09, 0.08, 0.14, 0.09, -0.03, 0.13, 0.24, -0.03, 0.07, -0.33, 0.19, -0.06, -0.12, -0.12, -0.10, 0.14, 0.09, 0.04, 0.01, 0.31, -0.16, -0.11, 0.28, -0.10, -0.11, 0.11, 0.00, -0.02, 0.10, 0.20, -0.11, 0.04, -0.12, 0.44, 1.10, -0.05, -0.01, 0.10, 0.01, -0.05, 1.13, 0.06, -0.39, 0.05, 0.16, -0.06, 0.07, 0.09]
}

=====

[2]
{
  "formula": "C11H12BrO3",
  "method": "wB97M-V/def2-TZVPD",
  "e_lumo_ev": 3.17,
  "homo_ev": -2.884,
  "orbital_gap_ev": 6.06,
  "total_charge": -1,
  "de_lowest_kj_mol": 0.00,
  "species": ["C", "C", "H", "H", "Br", "H", "C", "H", "H", "O", "O", "H", "H", "H", "C", "C", "C", "C", "C", "C", "H", "H", "H", "C", "C", "H", "O"],
  "coordinates": [[0.731, -2.318, -1.018], [-2.922, -0.164, -0.998], [-1.295, -2.612, 0.683], [1.774, 2.649, 0.290], [2.907, 0.472, -1.268], [-2.106, 0.939, -2.643], [0.962, 0.722, 0.839], [0.161, 0.757, 0.089], [2.087, 2.194, 1.970], [3.895, -1.608, 0.550], [0.917, -3.351, -0.395], [-3.456, -1.393, 0.678], [0.471, 2.732, 1.481], [0.050, -0.258, -2.610], [-0.501, -1.539, -0.978], [-1.932, 0.156, -1.915], [2.765, -1.043, 1.131], [2.093, -0.123, 0.357], [-0.726, -0.516, -1.903], [-2.692, -1.154, -0.051], [-3.869, 0.359, -1.017], [4.165, -2.323, 1.135], [0.571, 0.227, 1.733], [1.350, 2.167, 1.169], [-1.495, -1.838, -0.041], [1.465, -1.977, -1.766], [2.421, -1.421, 2.260]],
  "atomic_forces_ev_per_a": [[1.1, -0.9, 0.1], [0.0, 0.0, 0.0], [0.0, -0.1, 0.1], [0.1, 0.1, 0.0], [0.1, 0.2, -0.4], [0.0, 0.0, 0.0], [0.3, 0.1, 0.0], [0.0, 0.0, 0.1], [0.1, 0.0, 0.1], [0.1, 0.0, -0.1], [-0.3, 0.5, -0.3], [0.0, 0.0, 0.0], [-0.1, 0.1, 0.1], [0.1, 0.0, 0.0], [-1.0, 0.5, 0.1], [-0.3, 0.2, 0.0], [0.1, -0.2, 0.1], [-0.4, 0.2, -0.4], [0.3, -0.5, 0.1], [-0.2, 0.1, 0.0], [0.0, 0.0, 0.0], [-0.2, 0.0, 0.2], [0.0, 0.0, -0.1], [-0.2, -0.2, 0.1], [0.4, 0.0, -0.2], [0.1, 0.1, 0.1], [0.1, -0.3, 0.3]],
  "lowdin_charge": [-0.26, -0.10, 0.12, 0.03, 0.67, 0.10, -0.32, 0.07, 0.07, -0.03, 0.03, 0.10, 0.05, 0.10, -0.21, -0.10, -0.69, -0.66, -0.06, -0.09, 0.09, 0.09, 0.11, -0.13, -0.02, 0.09, -0.04]
}

=====

[3]
{
  "formula": "C3H13N2",
  "method": "wB97M-V/def2-TZVPD",
  "e_lumo_ev": -2.93,
  "homo_ev": -15.192,
  "orbital_gap_ev": 12.26,
  "total_charge": 1,
  "de_lowest_kj_mol": 46.44,
  "species": ["H", "H", "C", "H", "H", "H", "N", "H", "H", "H", "H", "N", "C", "H", "C", "H", "H", "H"],
  "coordinates": [[-0.777, -0.658, -2.180], [-1.983, 0.848, 0.127], [-0.160, 0.065, -1.662], [-0.193, -2.385, -0.444], [0.388, -1.739, 1.156], [-0.564, 1.113, -1.777], [-0.210, -0.266, -0.194], [-2.237, -0.925, -0.211], [1.418, -1.588, -0.306], [1.643, 2.413, 0.632], [0.910, 0.048, -1.970], [1.324, 1.611, 1.211], [0.385, -1.598, 0.077], [0.355, 0.455, 0.281], [-1.607, -0.170, 0.313], [0.739, 1.991, 1.945], [2.149, 1.182, 1.612], [-1.580, -0.398, 1.389]],
  "atomic_forces_ev_per_a": [[0.1, 0.0, -0.3], [0.1, -0.5, 0.1], [0.4, 1.2, 0.6], [0.3, 0.5, 0.4], [0.0, -0.2, -0.1], [0.4, -1.2, 0.0], [-0.8, -0.5, -1.3], [0.5, 0.6, 0.4], [-0.4, -0.1, 0.2], [-0.2, -0.7, 0.6], [-0.9, -0.1, 0.0], [0.1, 0.7, -1.0], [0.3, -0.1, -0.3], [0.5, 0.5, 0.6], [-0.2, -0.3, 0.1], [0.2, 0.0, 0.2], [0.0, 0.1, 0.2], [-0.2, 0.2, -0.4]],
  "lowdin_charge": [0.10, 0.11, 0.00, 0.12, 0.10, 0.12, -0.30, 0.12, 0.11, 0.08, 0.12, 0.05, -0.01, 0.06, -0.01, 0.06, 0.05, 0.11]
}

=====

[4]
{
  "formula": "C4F8N2",
  "method": "wB97M-V/def2-TZVPD",
  "e_lumo_ev": 0.64,
  "homo_ev": -10.808,
  "orbital_gap_ev": 11.45,
  "de_lowest_kj_mol": 58.84,
  "species": ["C", "C", "F", "F", "F", "F", "N", "F", "N", "F", "C", "C", "F", "F"],
  "coordinates": [[-0.795, 0.311, 1.804], [0.676, 0.138, 1.725], [1.336, -0.612, 2.605], [0.178, 1.541, -1.801], [-1.302, 1.422, 1.221], [1.402, 1.111, 1.151], [-0.173, -0.586, 0.802], [-1.631, -0.175, 2.660], [-0.157, -0.370, -0.585], [-1.698, 0.378, -2.191], [-0.455, 0.378, -1.683], [0.543, -0.761, -1.718], [1.882, -0.777, -1.755], [0.193, -1.998, -2.235]],
  "atomic_forces_ev_per_a": [[0.4, 0.6, -3.0], [-0.2, 0.1, -1.0], [0.2, 0.6, -0.4], [-0.8, 1.5, -0.5], [0.2, -0.1, 0.7], [0.0, -0.4, 1.0], [-0.2, -0.4, 1.0], [-0.3, -0.4, 0.7], [0.5, -0.7, 0.8], [0.9, 0.4, 0.2], [1.0, -0.1, -0.3], [-1.1, -3.1, 1.0], [-0.4, 1.1, -0.1], [0.0, 1.0, 0.0]],
  "lowdin_charge": [-0.41, -0.42, 0.18, 0.16, 0.15, 0.17, 0.20, 0.22, 0.14, 0.17, -0.44, -0.36, 0.16, 0.09]
}

=====

[5]
{
  "formula": "C14H27BiN7O7",
  "method": "wB97M-V/def2-TZVPD",
  "e_lumo_ev": [-6.26, -6.17],
  "homo_ev": [-10.885, -10.840],
  "orbital_gap_ev": [4.62, 4.67],
  "total_charge": 1,
  "de_lowest_kj_mol": 85.13,
  "species": ["H", "H", "O", "H", "C", "H", "C", "N", "H", "C", "H", "C", "H", "N", "H", "H", "C", "H", "H", "N", "H", "H", "H", "N", "H", "O", "O", "H", "N", "H", "H", "H", "H", "O", "C", "O", "C", "C", "H", "N", "C", "C", "N", "C", "H", "Bi", "H", "O", "C", "O", "C", "C", "H", "H", "H", "H"],
  "coordinates": [[-2.086, 0.307, -2.700], [-3.937, 3.704, 0.122], [1.225, -0.792, -4.001], [0.367, 4.144, 1.709], [1.601, 4.674, -1.966], [2.347, 5.073, -1.258], [-2.559, -2.701, 1.368], [-0.909, -2.129, -1.963], [-0.956, 0.499, 1.519], [3.354, 0.403, 3.062], [-2.895, -4.471, -0.633], [1.993, -2.982, 2.707], [-3.350, -3.377, 1.039], [0.811, -3.927, 0.808], [-1.894, -3.275, 2.025], [1.392, 0.060, -4.486], [1.025, 3.401, -1.493], [0.821, 5.447, -2.094], [3.784, 0.113, 4.018], [1.048, 2.317, -2.277], [0.723, 5.298, 0.405], [-1.950, -4.572, -2.130], [-2.708, 0.686, -0.977], [-0.135, 2.067, 0.098], [-0.349, -2.037, -3.813], [-2.983, 3.574, -0.026], [-1.150, -0.463, 1.610], [2.603, 1.186, 3.210], [1.658, -1.807, 0.601], [0.596, -3.848, -0.193], [-1.690, 1.840, -1.821], [2.086, 4.519, -2.939], [-2.708, 2.858, 0.586], [1.498, 2.430, -3.469], [1.510, -2.899, 1.369], [-1.036, -2.548, -3.273], [-1.725, -2.726, -1.087], [-1.931, 0.811, -1.720], [1.816, -3.913, 3.247], [2.726, -0.759, 2.486], [-2.536, -3.898, -1.494], [0.124, 4.420, 0.668], [-1.123, -0.979, 0.360], [-1.816, -2.111, 0.229], [2.990, -1.855, 4.231], [0.111, -0.039, -1.778], [4.133, 0.763, 2.386], [-0.822, 2.025, 1.194], [2.232, -0.700, 1.171], [2.294, 0.393, 0.563], [0.354, 3.283, -0.242], [2.586, -1.893, 3.226], [0.821, -4.813, 1.257], [-0.939, 4.720, 0.654], [-3.024, -1.919, 1.975], [-3.419, -3.583, -2.067]],
  "atomic_forces_ev_per_a": [[-1.3, 0.9, 0.3], [0.6, -0.1, -0.1], [-1.6, 1.5, 1.0], [-0.2, 0.0, -0.5], [0.6, 0.7, -0.3], [-0.3, -0.2, -0.2], [-0.5, -0.3, 0.3], [-2.0, -1.2, 0.7], [0.0, -0.2, -0.2], [0.0, 0.5, -0.1], [0.1, 0.2, -0.2], [-0.6, -0.9, -0.1], [0.1, 0.1, 0.0], [0.2, 1.0, -0.5], [0.0, 0.2, -0.1], [-0.3, -1.3, 0.5], [-0.7, 1.4, 1.6], [0.2, -0.4, 0.2], [0.0, 0.1, 0.0], [0.8, -1.1, -3.7], [-0.1, -0.3, 0.0], [-0.1, 0.3, 0.0], [0.2, -0.5, 0.0], [-1.4, -1.5, 2.1], [-0.2, -0.3, 0.7], [-0.1, -0.5, 0.5], [-0.2, -0.7, 0.3], [0.3, 0.0, 0.0], [0.3, -0.6, 1.4], [0.3, -0.2, 0.9], [-0.4, 1.1, -0.6], [-0.2, 0.1, 0.4], [-0.5, 0.7, -0.4], [-1.1, 0.0, 3.1], [-0.2, 1.0, -1.3], [0.5, 0.1, 0.1], [1.7, 1.2, -2.4], [0.2, -0.8, -1.8], [0.3, 0.5, 0.1], [-0.3, -1.0, -0.2], [-0.3, -0.6, 0.0], [0.3, 0.9, 0.5], [-1.4, -2.2, -0.3], [1.9, 2.5, 0.9], [-0.1, -0.1, -0.1], [2.6, -1.5, 1.2], [-0.1, 0.1, 0.2], [2.0, 1.0, -2.7], [-0.3, 1.2, -0.9], [0.0, -1.2, 0.8], [0.4, 1.0, -0.5], [0.2, 0.3, -0.3], [0.0, -0.6, 0.0], [0.3, -0.3, -0.1], [0.2, -0.1, -0.1], [0.3, 0.0, 0.0]],
  "lowdin_charge": [0.00, 0.06, -0.51, 0.11, 0.00, 0.11, -0.01, -0.17, 0.03, -0.01, 0.08, 0.00, 0.08, 0.17, 0.10, -0.06, -0.21, 0.12, 0.09, -0.10, 0.09, 0.10, 0.02, -0.02, 0.08, -0.07, -0.02, 0.10, 0.15, 0.11, -0.04, 0.09, 0.02, 0.06, -0.36, -0.04, -0.25, -0.30, 0.12, -0.05, 0.00, 0.00, -0.08, -0.27, 0.14, 1.82, 0.10, -0.02, -0.49, -0.06, -0.21, -0.03, 0.10, 0.10, 0.09, 0.12]
}

=====

[6]
{
  "formula": "C3H8NO",
  "method": "wB97M-V/def2-TZVPD",
  "e_lumo_ev": -6.90,
  "homo_ev": -17.372,
  "orbital_gap_ev": 10.48,
  "total_charge": 1,
  "de_lowest_kj_mol": 368.20,
  "species": ["H", "H", "O", "C", "H", "H", "H", "H", "H", "H", "C", "N", "C"],
  "coordinates": [[-0.953, -0.834, 1.151], [-0.940, 0.140, -1.423], [1.746, -0.668, 0.122], [0.075, 0.348, -1.034], [-0.695, 2.266, -0.460], [0.726, 2.155, 0.263], [0.370, -2.231, 1.292], [-0.742, 1.278, 1.018], [0.886, 0.521, -1.597], [-0.657, -2.314, 0.020], [-0.172, 1.521, 0.016], [0.576, -0.674, -0.102], [-0.220, -1.508, 0.734]],
  "atomic_forces_ev_per_a": [[-0.5, -0.6, 0.6], [1.0, -0.5, -0.3], [-0.2, 0.0, -0.7], [-3.7, 0.3, 4.4], [-2.0, 1.4, -1.3], [-0.2, -1.5, 0.0], [0.4, 1.1, 0.9], [1.2, 0.1, -2.2], [2.3, 0.9, -2.7], [-0.2, 1.7, 0.7], [1.2, 0.0, 2.2], [2.3, -0.1, 0.6], [-1.5, -2.8, -2.1]],
  "lowdin_charge": [0.11, 0.16, 0.24, -0.03, 0.05, 0.12, 0.13, 0.13, 0.10, 0.17, -0.02, -0.21, 0.06]
}